Entry from the OMol25 dataset: a 5-piece molecular cluster, C32H43ClNO10P overall at a distorted geometry (ωB97M-V/def2-TZVPD).

Positions of all 88 atoms, in Å:
C -0.101 3.299 1.296
C 0.145 2.118 2.283
O -0.816 1.572 2.760
O 1.439 1.644 2.599
C 1.539 0.386 1.877
C 2.981 -0.231 1.869
C 2.809 -1.767 1.443
C 2.009 -1.865 0.090
C 0.545 -2.039 0.047
C -0.212 -2.084 -1.218
P -2.075 -2.249 -1.115
O -2.473 -1.580 0.382
Cl -2.648 -4.269 -0.999
C 0.549 -1.961 -2.468
C -0.171 -1.949 -3.847
O 0.238 -0.854 -4.701
C -0.160 0.362 -4.148
C -1.519 0.881 -4.361
C -1.941 2.171 -3.790
C -1.013 2.985 -2.990
C 0.339 2.466 -2.751
C 0.739 1.189 -3.341
C 1.989 -1.821 -2.375
C 2.795 -1.769 -1.140
C 4.322 -1.622 -1.377
O 5.237 -1.606 -0.602
N 4.383 -1.542 -2.816
C 3.087 -1.647 -3.461
O 3.011 -1.566 -4.656
H 0.778 3.981 1.187
H -1.015 3.834 1.658
H -0.360 2.916 0.266
H 0.822 -0.330 2.364
H 1.232 0.600 0.810
H 3.620 0.231 1.073
H 3.471 -0.118 2.868
H 2.230 -2.253 2.275
H 3.816 -2.257 1.338
H -0.034 -2.109 1.001
H -2.444 -2.271 1.091
H -1.287 -1.825 -3.710
H -0.037 -2.894 -4.433
H -2.285 0.350 -4.974
H -2.976 2.570 -3.939
H -1.307 3.963 -2.552
H 1.014 3.088 -2.112
H 1.782 0.850 -3.150
H 5.080 -2.146 -3.258
C -5.457 -5.552 -0.139
C -6.729 -6.264 -0.523
C -7.289 -7.259 0.462
O -7.280 -6.046 -1.580
H -5.172 -4.870 -0.937
H -5.615 -4.976 0.775
H -4.654 -6.277 0.006
H -7.527 -6.759 1.403
H -6.567 -8.060 0.634
H -8.203 -7.694 0.056
C -1.157 8.031 -0.657
C -1.568 7.297 -1.907
C -2.421 8.044 -2.900
O -1.226 6.151 -2.107
H -0.549 7.374 -0.036
H -0.568 8.911 -0.919
H -2.043 8.327 -0.092
H -1.886 8.924 -3.261
H -3.362 8.340 -2.433
H -2.639 7.395 -3.748
C 7.070 2.802 2.513
C 5.753 2.389 3.118
C 4.499 2.938 2.487
O 5.704 1.644 4.073
H 7.885 2.333 3.066
H 7.120 2.477 1.472
H 7.184 3.886 2.574
H 4.436 2.617 1.445
H 4.498 4.028 2.547
H 3.630 2.558 3.023
C -0.292 -2.747 4.010
C -1.567 -3.427 3.590
C -2.161 -4.429 4.541
O -2.099 -3.177 2.526
H 0.021 -2.052 3.233
H -0.455 -2.189 4.933
H 0.495 -3.490 4.154
H -2.406 -3.944 5.487
H -1.456 -5.246 4.708
H -3.075 -4.839 4.110

HOMO-LUMO gap: 7.74 eV
SMILES: CC(=O)OCCCc1cc(P(O)Cl)c(COc2ccccc2)c2c1C(=O)NC2=O.CC(C)=O.CC(C)=O.CC(C)=O.CC(C)=O
net charge: 0
HOMO: -0.31937 Eh
E_LUMO: -0.95 eV
2S+1: 1

Entry from the OMol25 dataset: a 3-piece molecular cluster, C3H7NO2 overall at a distorted geometry (ωB97M-V/def2-TZVPD).

Positions of all 13 atoms, in Å:
C -1.109 1.185 -0.423
C -1.029 -0.086 -0.104
N -1.490 -1.215 0.119
O -0.637 -2.249 0.470
H -1.277 1.937 0.340
H -1.064 1.498 -1.461
H -1.272 -2.972 0.566
H 0.601 2.113 -0.456
H 1.298 1.893 -0.312
C 1.476 -0.522 0.312
O 2.204 0.429 0.155
H 1.259 -1.237 -0.501
H 1.040 -0.774 1.295

HOMO-LUMO gap: 9.82 eV
SMILES: C=C=NO.[H][H].C=O
net charge: 0
energy above the lowest of the compared OMol25 structures with the same formula, charge and spin: 155.46 kcal per mole
HOMO: -0.34799 Eh
E_LUMO: 0.35 eV
2S+1: 1

Entry from the OMol25 dataset: C45H54N5Sb2Y as an isolated structure at a distorted geometry (ωB97M-V/def2-TZVPD).

Positions of all 107 atoms, in Å:
Y -0.083 -0.742 -1.020
C -0.888 -4.179 -1.238
N 0.390 -3.484 -0.965
C 1.440 -4.120 -1.765
C 0.682 -3.495 0.458
C 1.637 -4.322 1.041
C 1.892 -4.249 2.401
C 1.190 -3.349 3.193
C 0.230 -2.531 2.623
C -0.048 -2.606 1.259
N -0.991 -1.768 0.618
C -2.334 -1.784 1.003
C -2.874 -2.565 2.026
C -4.227 -2.498 2.326
C -5.077 -1.669 1.605
C -4.555 -0.921 0.562
C -3.203 -0.978 0.268
N -2.646 -0.263 -0.893
C -3.085 1.143 -0.961
C -3.147 -0.946 -2.110
H -0.803 -5.242 -0.990
H -1.126 -4.095 -2.301
H -1.689 -3.741 -0.650
H 1.502 -5.197 -1.582
H 2.414 -3.685 -1.538
H 1.217 -3.985 -2.820
H 2.192 -5.030 0.442
H 2.642 -4.893 2.839
H 1.394 -3.280 4.253
H -0.312 -1.818 3.232
H -2.236 -3.226 2.596
H -4.620 -3.106 3.129
H -6.130 -1.619 1.836
H -5.221 -0.301 -0.026
H -4.172 1.216 -0.879
H -2.801 1.529 -1.946
H -1.295 2.029 -0.455
H -4.239 -0.957 -2.138
H -2.804 -1.984 -2.111
H -2.783 -0.426 -2.996
N 2.200 -0.802 -2.268
C 2.029 -0.568 -3.718
C 0.930 -1.445 -4.269
N -0.352 -1.183 -3.565
H 2.848 -0.117 -1.881
H 2.659 -1.700 -2.118
H 2.955 -0.748 -4.269
H 1.773 0.487 -3.850
H 1.181 -2.495 -4.124
H 0.828 -1.288 -5.345
H -1.024 -1.913 -3.794
H -0.765 -0.327 -3.940
C 2.258 2.655 1.127
C 1.018 3.555 1.041
C 0.617 3.930 -0.385
Sb 0.411 2.286 -1.739
C -2.418 2.065 0.074
C -2.943 3.410 -0.030
C -3.168 4.194 1.070
C -2.940 3.682 2.349
C -2.453 2.380 2.515
C -2.205 1.591 1.425
C -0.801 3.180 -3.232
C -1.028 2.463 -4.412
C -1.856 2.958 -5.408
C -2.464 4.196 -5.249
C -2.216 4.940 -4.107
C -1.389 4.439 -3.106
Sb 1.812 0.558 1.208
C 3.761 -0.210 0.940
C 4.893 0.576 1.157
C 6.161 0.039 0.982
C 6.312 -1.286 0.597
C 5.194 -2.080 0.390
C 3.925 -1.541 0.559
C 1.633 0.446 3.301
C 2.590 -0.228 4.054
C 2.477 -0.273 5.438
C 1.411 0.349 6.072
C 0.457 1.025 5.325
C 0.565 1.070 3.941
H 2.799 2.827 2.058
H 2.948 2.848 0.304
H 1.222 4.485 1.577
H 0.164 3.106 1.559
H 1.358 4.592 -0.833
H -0.339 4.457 -0.384
H -3.178 3.782 -1.019
H -3.556 5.197 0.952
H -3.152 4.292 3.217
H -2.270 1.996 3.509
H -1.763 0.613 1.568
H -0.514 1.521 -4.585
H -2.010 2.391 -6.317
H -3.105 4.590 -6.025
H -2.654 5.923 -3.998
H -1.193 5.058 -2.242
H 4.801 1.609 1.469
H 7.033 0.655 1.153
H 7.302 -1.700 0.468
H 5.313 -3.120 0.113
H 3.057 -2.184 0.436
H 3.425 -0.721 3.572
H 3.226 -0.790 6.021
H 1.328 0.313 7.150
H -0.367 1.520 5.821
H -0.184 1.606 3.372

HOMO-LUMO gap (spin up / spin down): 5.48 / 6.09 eV
net charge: +2
energy above the lowest of the compared OMol25 structures with the same formula, charge and spin: 53.94 kcal per mole
HOMO (spin up / spin down): -0.43360 / -0.44021 Eh
E_LUMO (spin up / spin down): -6.32 / -5.88 eV
2S+1: 1

Entry from the OMol25 dataset: an isolated ion of composition C2H6N2OP and charge -1 at a distorted geometry (ωB97M-V/def2-TZVPD).

Positions of all 12 atoms, in Å:
H -1.190 2.055 -0.630
N -0.983 1.432 0.114
C -0.965 0.216 -0.315
C -0.416 -0.890 0.371
P 1.558 -0.854 -0.321
N 2.251 0.293 0.511
O 2.691 1.471 -0.103
H -0.947 0.035 -1.320
H -0.501 -0.667 1.421
H -0.836 -1.928 0.126
H 1.567 -1.904 0.666
H 2.292 1.610 -0.905

HOMO-LUMO gap: 6.66 eV
SMILES: [H]/N=C/CP[N-]O
net charge: -1
energy above the lowest of the compared OMol25 structures with the same formula, charge and spin: 66.66 kcal per mole
HOMO: -0.08377 Eh
E_LUMO: 4.38 eV
2S+1: 1

Entry from the OMol25 dataset: a 3-piece molecular cluster, C2H12N2O2 overall (ωB97M-V/def2-TZVPD).

Positions of all 18 atoms, in Å:
C -1.590 -0.744 -1.153
N -0.209 -0.604 -1.630
C 0.872 -0.600 -0.674
N 1.847 0.473 -0.883
H -2.182 -1.121 -1.992
H -1.689 -1.463 -0.328
H -1.987 0.215 -0.837
H 0.001 -1.216 -2.406
H 1.427 -1.546 -0.693
H 0.453 -0.543 0.335
H 1.810 0.725 -1.868
H 1.613 1.336 -0.403
O -4.405 -2.371 4.830
H -4.525 -3.295 4.552
H -4.465 -1.841 4.030
O 4.703 4.358 -0.342
H 4.076 4.091 -1.022
H 4.251 4.145 0.484

HOMO-LUMO gap: 9.57 eV
SMILES: CNCN.O.O
net charge: 0
energy above the lowest of the compared OMol25 structures with the same formula, charge and spin: 25.48 kcal per mole
HOMO: -0.32797 Eh
E_LUMO: 0.64 eV
2S+1: 1

Entry from the OMol25 dataset: one molecule with the formula C10H11N3O2 at a distorted geometry (ωB97M-V/def2-TZVPD).

Positions of all 26 atoms, in Å:
C -1.292 -3.886 -1.602
C -0.915 -2.783 -0.718
N 0.203 -2.110 -1.014
N 0.869 -1.131 -0.587
C 1.949 -0.468 -1.238
C 1.747 0.319 0.096
C 0.980 1.483 0.400
C 0.891 1.758 1.839
C 0.110 2.799 2.314
C -0.651 3.614 1.398
C -0.673 3.327 0.002
C 0.239 2.298 -0.463
N -1.615 -2.318 0.439
O -1.198 -1.306 0.976
O -2.608 -2.908 0.895
H -0.548 -3.713 -2.512
H -2.250 -3.695 -2.153
H -1.207 -4.854 -1.142
H 1.582 -0.004 -2.133
H 2.943 -1.087 -1.294
H 2.223 -0.036 0.996
H 1.523 1.101 2.461
H 0.018 2.978 3.436
H -1.349 4.431 1.722
H -1.079 4.050 -0.626
H 0.108 2.139 -1.492

HOMO-LUMO gap (spin up / spin down): 7.34 / 7.34 eV
SMILES: C/C(=N/N1C[C@H]1c1ccccc1)[N+](=O)[O-]
net charge: 0
energy above the lowest of the compared OMol25 structures with the same formula, charge and spin: 200.81 kcal per mole
HOMO (spin up / spin down): -0.29832 / -0.29835 Eh
E_LUMO (spin up / spin down): -0.78 / -0.78 eV
2S+1: 1

Entry from the OMol25 dataset: a 2-piece molecular cluster, C3H4NO3 overall at a distorted geometry (ωB97M-V/def2-TZVPD).

Positions of all 11 atoms, in Å:
C 0.225 -1.083 -0.592
C -2.116 -0.137 0.077
C 0.866 0.887 0.675
N -0.039 0.018 0.185
O -2.347 -0.826 0.966
O -2.290 0.491 -0.893
O 2.277 0.977 0.401
H -0.666 -1.461 -0.964
H 1.236 -1.440 -0.603
H 0.483 1.674 1.259
H 2.372 0.899 -0.509

HOMO-LUMO gap: 5.35 eV
net charge: -1
energy above the lowest of the compared OMol25 structures with the same formula, charge and spin: 94.82 kcal per mole
HOMO: -0.04784 Eh
E_LUMO: 4.05 eV
2S+1: 1

Entry from the OMol25 dataset: C20H30CoN4OSSi2 as an isolated structure (ωB97M-V/def2-TZVPD).

Positions of all 59 atoms, in Å:
Co -0.137 0.561 0.113
N 0.895 2.126 4.814
C 0.390 1.803 3.584
S 0.018 -0.891 3.581
N -0.129 2.553 2.741
N -0.615 2.063 1.536
C -1.469 2.908 0.966
C -2.272 2.466 -0.094
C -3.232 3.304 -0.724
C -4.064 2.795 -1.675
C -3.955 1.429 -2.021
C -2.971 0.685 -1.406
N -2.124 1.150 -0.487
H 0.939 1.342 5.445
H 0.495 2.962 5.225
H -1.593 3.908 1.371
H -3.291 4.343 -0.422
H -4.800 3.430 -2.154
H -4.597 0.972 -2.761
H -2.843 -0.354 -1.668
C 1.602 -1.252 -2.244
Si 0.239 -1.466 -0.952
C -1.234 -2.239 -1.867
C 0.974 -2.886 0.083
C 1.167 -4.215 -0.310
C 1.915 -5.081 0.469
C 2.501 -4.627 1.651
C 2.313 -3.316 2.052
C 1.539 -2.446 1.279
Si 1.082 -0.661 1.676
C 2.691 0.257 2.029
C -0.828 -2.476 3.298
H 1.698 -2.181 -2.816
H 2.552 -1.068 -1.736
H 1.427 -0.426 -2.929
H -0.907 -3.198 -2.283
H -1.572 -1.623 -2.701
H -2.085 -2.430 -1.211
H 0.735 -4.580 -1.237
H 2.055 -6.110 0.159
H 3.095 -5.305 2.253
H 2.751 -2.971 2.983
H 3.268 -0.301 2.773
H 2.546 1.274 2.388
H 3.262 0.307 1.100
H -0.138 -3.317 3.347
H -1.320 -2.480 2.325
H -1.587 -2.579 4.071
C -0.321 1.772 -3.304
C 0.895 2.104 -2.437
C 1.059 3.622 -2.326
O 0.793 1.563 -1.178
H -0.170 2.093 -4.340
H -1.211 2.273 -2.914
H -0.513 0.697 -3.302
H 1.795 1.720 -2.958
H 0.169 4.045 -1.852
H 1.196 4.094 -3.304
H 1.920 3.856 -1.698

HOMO-LUMO gap (spin up / spin down): 5.20 / 6.98 eV
net charge: -1
energy above the lowest of the compared OMol25 structures with the same formula, charge and spin: 90.29 kcal per mole
HOMO (spin up / spin down): -0.08972 / -0.16383 Eh
E_LUMO (spin up / spin down): 2.76 / 2.52 eV
2S+1: 5

Number 1: energy -2853.8137 a.u.. Number 2: energy -323.5332 a.u.. Number 3: energy -2539.2923 a.u.. Number 4: energy -605.7902 a.u.. Number 5: energy -343.3525 a.u.. Number 6: energy -702.1083 a.u.. Number 7: energy -397.1527 a.u.. Number 8: energy -3434.3085 a.u..